Record 1
Entry from the OMol25 dataset: 2 unconnected molecules or ions with the total composition C14H16 in a non-equilibrium geometry (ωB97M-V/def2-TZVPD).

Each line ends with the natural charge from an NBO analysis.
Positions of all 30 atoms, in Å:
C 4.641141 0.915465 -0.083841  -0.629
C 3.399698 0.325634 0.467683  -0.011
C 2.944169 -0.890142 -0.030390  -0.234
C 1.695274 -1.331926 0.373428  -0.190
C 0.857013 -0.520228 1.124457  -0.233
C 1.317204 0.703162 1.603000  -0.198
C 2.572298 1.151253 1.259977  -0.224
H 4.515531 0.900800 -1.197293  0.214
H 5.457833 0.250939 0.134907  0.218
H 4.859219 1.969158 0.221394  0.219
H 3.555168 -1.285800 -0.842319  0.214
H 1.272602 -2.296084 0.056441  0.212
H -0.216809 -0.660194 1.347234  0.226
H 0.696854 1.198738 2.321064  0.208
H 2.810764 2.168812 1.553884  0.209
C -1.881379 0.193485 -2.560109  -0.632
C -2.363791 0.055521 -1.119335  -0.001
C -2.618170 -1.272736 -0.774345  -0.225
C -3.063518 -1.621055 0.491374  -0.199
C -3.358582 -0.566535 1.403107  -0.237
C -3.209197 0.724075 0.966837  -0.206
C -2.605771 1.100420 -0.243329  -0.225
H -2.181242 1.059986 -3.145768  0.216
H -2.331809 -0.669027 -3.105413  0.207
H -0.806540 0.083229 -2.683674  0.225
H -2.561092 -2.012315 -1.593329  0.210
H -3.499282 -2.594404 0.635785  0.214
H -3.711576 -0.861225 2.393336  0.220
H -3.425530 1.586892 1.635415  0.210
H -2.760480 2.194101 -0.610178  0.225

Forces on atoms 1 to 6 (eV/Å):
0.3 0.6 -1.3
-1.1 1.8 0.1
0.2 0.9 0.4
-1.3 -0.9 -0.6
-0.5 0.7 0.7
0.1 -0.9 0.0

Computed properties:
E = -14776.46865 eV
E_LUMO = 0.94 eV
Frontier orbital gap = 9.7 eV
Structure (SMILES) = Cc1ccccc1.Cc1ccccc1
Multiplicity = 1
Relative energy (zero: lowest compared OMol25 entry of this formula, charge and spin) = 29.9 kcal/mol

---

Record 2
Entry from the OMol25 dataset: 2 unconnected molecules or ions with the total composition C14H16 in a non-equilibrium geometry (ωB97M-V/def2-TZVPD).

Each line ends with the natural charge from an NBO analysis.
Positions of all 30 atoms, in Å:
C -1.350746 0.516406 3.050538  -0.636
C -0.867528 1.475508 1.995344  0.000
C -1.714992 2.330546 1.317936  -0.222
C -1.223391 3.235165 0.413048  -0.205
C 0.133929 3.280659 0.112650  -0.229
C 1.058069 2.417495 0.743646  -0.208
C 0.512107 1.579187 1.744965  -0.210
H -0.550617 -0.202930 3.224991  0.218
H -2.318913 0.039560 2.947904  0.224
H -1.478173 1.074575 3.985210  0.218
H -2.745068 2.307050 1.652809  0.209
H -1.774881 4.068434 -0.016712  0.214
H 0.493714 4.017124 -0.599365  0.208
H 2.065247 2.311509 0.400482  0.216
H 1.208503 0.908032 2.229306  0.204
C 2.335838 -3.255646 -1.210481  -0.624
C 1.056279 -2.465328 -1.291892  -0.037
C -0.174548 -2.957925 -1.678451  -0.210
C -1.249913 -2.082752 -1.903867  -0.216
C -1.001394 -0.717920 -1.941764  -0.214
C 0.238773 -0.170743 -1.609487  -0.212
C 1.227194 -1.076069 -1.280323  -0.196
H 2.191044 -4.242211 -0.757181  0.213
H 3.036672 -2.713041 -0.588946  0.215
H 2.757716 -3.517981 -2.177588  0.221
H -0.421225 -4.029737 -1.756397  0.211
H -2.257731 -2.369193 -2.207695  0.216
H -1.800505 0.042042 -2.081689  0.209
H 0.368596 0.907683 -1.615725  0.225
H 2.245955 -0.709505 -1.101267  0.198

Forces on atoms 1 to 6 (eV/Å):
0.5 0.6 0.8
0.9 0.0 -0.1
-0.6 -0.2 0.8
0.8 1.3 -0.4
1.1 -0.5 0.2
-2.8 -0.1 0.5

Computed properties:
E = -14777.04390 eV
E_LUMO = 0.94 eV
Frontier orbital gap = 9.9 eV
Structure (SMILES) = Cc1ccccc1.Cc1ccccc1
Multiplicity = 1
Relative energy (zero: lowest compared OMol25 entry of this formula, charge and spin) = 16.6 kcal/mol